a:
C2H3ClN2 in the gas phase. Source: the Open Molecules 2025 dataset; level of theory: ωB97M-V with the def2-TZVPD basis set.

Last column: Löwdin charge in e.
Element x y z (Å)
Cl -0.2045 -1.4782 -2.6627  0.677
N 0.8397 1.2557 1.2528  0.043
N 0.0607 1.2613 0.2791  -0.155
C 0.2628 -0.9930 -1.1737  -0.595
C -0.3146 0.4164 -0.6507  -0.200
H 0.9870 -1.6404 -0.5122  0.088
H -0.9930 0.8650 -1.3852  0.073
H 1.2366 0.3271 1.6243  0.069

Results
spin multiplicity: 1
gap between HOMO and LUMO (spin up / spin down): 7.4 / 7.9 eV
SMILES: [H]/N=N\C=C\Cl

b:
C2H3ClN2 in the gas phase. Source: the Open Molecules 2025 dataset; level of theory: ωB97M-V with the def2-TZVPD basis set.

Last column: Löwdin charge in e.
Element x y z (Å)
Cl 0.0981 -1.0849 0.2637  0.899
N -0.8979 -1.2690 -1.1370  -0.339
N -0.1358 -0.1982 -3.1787  0.109
C 0.2909 0.5546 1.4453  -0.134
C -0.4833 -0.7018 -2.1635  -0.600
H 1.3238 0.5580 1.5401  0.003
H -0.2651 0.6264 2.2901  -0.002
H 0.0693 1.5149 0.9401  0.065

Results
spin multiplicity: 1
gap between HOMO and LUMO (spin up / spin down): 7.6 / 7.6 eV

Relative to the most stable structure, the computed energies are a 0.000; b 0.660, all in eV.